{
  "formula": "C38H110N6O14",
  "method": "wB97M-V/def2-TZVPD",
  "symbols": ["H", "H", "H", "H", "H", "H", "C", "H", "H", "H", "C", "H", "H", "H", "H", "H", "H", "C", "C", "H", "O", "H", "H", "H", "H", "H", "C", "H", "H", "N", "H", "H", "H", "H", "H", "C", "H", "H", "H", "H", "C", "O", "H", "H", "H", "H", "H", "C", "H", "H", "C", "H", "C", "H", "H", "H", "H", "O", "C", "H", "H", "H", "H", "H", "H", "H", "O", "H", "O", "H", "C", "H", "H", "H", "H", "H", "C", "H", "C", "H", "H", "H", "C", "C", "C", "H", "O", "C", "H", "H", "C", "H", "H", "O", "C", "H", "C", "H", "C", "H", "H", "C", "N", "C", "C", "O", "N", "H", "H", "H", "H", "H", "C", "C", "C", "C", "H", "H", "H", "H", "H", "H", "H", "C", "H", "H", "C", "C", "H", "H", "H", "H", "O", "O", "C", "H", "H", "N", "H", "N", "H", "H", "C", "H", "H", "H", "H", "C", "O", "H", "C", "H", "H", "H", "H", "H", "O", "H", "C", "O", "C", "H", "N", "H", "O", "H", "H", "H"],
  "xyz": [[7.398, -1.847, -4.998], [-1.325, 5.398, -3.645], [-2.350, 0.245, -2.950], [4.872, 6.378, 2.805], [0.368, -4.998, -3.740], [1.380, -4.114, -2.544], [-1.570, -3.072, 0.887], [-3.526, -3.873, -8.461], [0.501, 2.171, 4.765], [-4.375, -0.484, -0.834], [0.185, -1.454, 3.628], [0.135, -4.919, 1.684], [-0.104, 0.722, 0.197], [-6.833, 1.097, -3.012], [-1.511, -3.584, 1.857], [-1.756, -1.520, -6.168], [0.766, -6.442, 2.223], [3.141, -2.114, 0.921], [-3.261, -3.449, -7.490], [-3.619, -4.196, -6.769], [4.516, -0.699, -3.323], [-6.164, 0.203, 7.230], [0.666, 7.531, -0.562], [-1.816, 0.281, -0.066], [7.433, 1.693, -5.062], [1.256, 7.785, 1.688], [-7.187, 0.243, 1.005], [-1.181, 2.804, 4.641], [2.841, 0.877, 3.534], [6.759, -1.083, -5.172], [-7.556, -0.754, 6.733], [-4.779, -2.097, 0.953], [-5.989, -1.520, 7.086], [-0.156, -0.765, 2.851], [0.984, -0.898, 4.153], [-0.168, 2.838, 4.231], [-0.610, -2.803, -2.263], [-6.722, 1.174, 1.367], [-0.987, -3.599, 0.133], [7.056, -0.721, -3.118], [1.152, 3.546, -3.932], [5.511, -2.229, 0.638], [-0.979, 5.991, -1.167], [-4.014, -1.100, 5.284], [-1.614, 3.100, -2.783], [2.716, 0.282, -3.675], [-3.730, -2.488, -7.313], [0.453, 7.067, 1.516], [2.236, 3.914, 2.641], [6.726, -3.048, 2.028], [-2.285, 3.963, -2.731], [2.259, -4.459, 2.616], [1.070, -3.556, 4.040], [0.091, 0.446, -2.365], [-7.232, -0.239, -1.932], [-7.657, -0.211, 1.878], [3.125, 6.234, 2.838], [1.892, 2.747, -2.961], [-6.482, -0.654, 6.626], [2.108, -0.320, 1.223], [7.621, 1.657, -3.279], [2.322, 5.606, 0.125], [8.691, 0.728, -4.279], [0.754, -3.259, -3.937], [1.214, -1.696, 1.300], [2.634, 3.291, -2.677], [-0.947, 6.308, -0.237], [1.482, -6.138, 4.866], [-0.143, 2.449, 2.817], [5.912, -1.616, 2.571], [4.401, -1.403, 0.470], [-6.298, -1.721, 3.506], [3.303, -2.396, 1.967], [-5.811, -2.517, 4.814], [1.838, -3.176, 4.723], [0.700, 4.412, -3.418], [1.285, 5.429, -0.196], [5.415, 1.063, -2.894], [-4.614, -0.216, 4.978], [-2.896, 0.175, 2.181], [-3.183, -3.828, 0.071], [4.992, -3.126, 2.418], [-6.074, -0.572, 5.177], [-0.913, 0.687, -0.538], [-0.588, -0.177, -1.756], [2.676, -6.405, 3.805], [-1.244, -2.460, -8.413], [1.513, -4.805, 3.337], [-0.692, 3.112, 2.373], [-0.478, 7.525, 1.856], [0.396, -5.475, 2.584], [-4.612, 0.825, 0.298], [2.839, -3.019, -1.020], [0.690, -2.612, 3.064], [5.346, 0.341, -3.731], [-1.146, -2.086, 1.065], [3.465, 2.269, 2.093], [4.478, 1.886, 2.244], [-1.762, -3.317, -7.308], [-1.931, -3.000, -5.176], [-4.308, 0.662, 5.573], [-6.137, -0.645, 0.392], [-6.492, -1.805, 4.515], [-1.444, -2.560, -6.053], [-5.147, 0.177, -0.412], [4.176, 4.513, 2.410], [2.187, -5.665, 4.301], [0.353, 2.983, -4.405], [-1.488, -1.218, -3.412], [-1.219, -4.261, -7.432], [-6.596, -1.304, -0.360], [-0.481, -5.692, 3.197], [2.887, -3.311, 0.030], [0.520, -4.057, -3.222], [6.754, -0.134, -3.998], [3.250, 3.556, 2.868], [3.690, 3.224, 0.160], [4.928, 0.903, -4.583], [1.834, 3.991, -4.672], [-2.444, 0.853, 3.775], [-4.879, -0.869, 1.964], [1.618, 1.607, 2.693], [0.868, -1.149, -0.721], [5.776, -2.521, 1.953], [-0.391, -2.521, -5.766], [0.182, -3.767, 4.664], [0.425, 6.651, 0.048], [-6.407, 0.343, -2.350], [5.819, -1.474, -5.208], [3.429, 3.388, 3.938], [4.385, -1.095, -0.571], [-2.917, 3.904, -1.856], [-4.369, 0.091, 3.599], [-2.946, -2.999, 0.495], [-1.765, -0.589, -2.563], [-6.653, 0.234, 4.703], [-7.958, 0.604, 0.323], [1.980, -1.248, 0.779], [2.075, 2.607, 0.498], [-5.482, -1.494, 1.388], [-1.429, -2.951, -9.225], [-5.749, -0.292, -2.958], [7.655, 1.067, -4.203], [0.172, 3.877, 4.311], [0.529, 6.190, 2.173], [-2.468, -1.202, -1.982], [0.895, 4.608, 0.400], [4.057, 5.721, 3.110], [-0.677, -3.744, -2.548], [1.972, -3.846, 0.306], [-3.015, 0.073, 3.257], [-2.583, -0.899, 3.545], [-2.927, 3.906, -3.618], [2.660, -1.089, -2.550], [-1.057, 1.736, -0.816], [-0.618, -1.585, 4.365], [-5.684, 1.022, -1.366], [3.685, -4.060, 0.100], [3.260, -0.242, -2.873], [-1.544, 5.181, -2.737], [3.146, 2.407, 0.633], [4.552, -0.509, 1.095], [2.566, 1.197, 2.608], [1.360, 5.200, -1.261], [0.157, -1.351, -1.405], [3.288, 1.464, 0.104], [4.158, 5.561, 4.190], [3.331, 0.490, -2.050]],
  "forces_ev_per_a": [[-0.01, -0.02, 0.00], [0.01, 0.06, -0.04], [0.16, 0.22, 0.04], [0.05, -0.12, -0.07], [0.15, -0.09, -0.07], [-0.09, -0.24, 0.03], [-0.36, -0.60, 0.67], [0.05, 0.33, -0.14], [-0.02, -0.02, 0.04], [-0.14, -0.12, -0.20], [0.39, 1.53, 0.58], [-0.25, 0.06, 0.23], [0.08, -0.31, -0.10], [0.00, 0.01, 0.02], [0.08, -0.04, -0.27], [-0.23, -0.08, -0.02], [-0.05, 0.02, 0.03], [-0.32, 0.19, -0.73], [0.25, -1.14, 0.45], [-0.16, 0.32, 0.08], [-0.28, -0.63, 0.08], [-0.03, 0.10, -0.25], [0.39, -0.26, -0.09], [0.09, 0.27, 0.18], [-0.28, -0.12, -0.11], [0.12, -0.25, 0.23], [-0.08, 0.98, 0.70], [0.09, -0.28, -0.04], [0.06, 0.15, -0.13], [-0.47, 0.98, 0.54], [-0.08, -0.15, -0.11], [-0.39, 0.05, -0.10], [-0.24, -0.04, -0.01], [-0.14, -0.25, -0.13], [-0.05, -0.16, 0.02], [-0.09, 0.37, -1.14], [0.22, -0.84, 0.12], [0.07, -0.20, 0.07], [0.15, 0.12, 0.01], [0.11, 0.45, 0.09], [0.85, 0.88, 0.99], [0.65, -0.26, -1.05], [-0.23, 0.15, 0.64], [0.06, 0.35, -0.11], [0.00, 0.01, 0.25], [0.11, -0.15, 0.07], [-0.20, 0.04, -0.12], [-0.19, -0.10, 0.29], [-0.13, -0.07, 0.44], [-0.04, -0.20, -0.23], [0.08, -0.28, -0.89], [0.15, -0.19, -0.06], [-0.76, 0.07, 0.56], [-0.20, -0.12, -0.20], [0.04, -0.08, -0.10], [-0.09, -0.22, -0.17], [-0.10, -0.10, 0.37], [-0.80, 0.38, -0.95], [0.71, 0.00, 0.80], [0.22, -0.72, -0.05], [-0.02, 0.19, -0.24], [-0.13, 0.00, 0.10], [-0.04, 0.06, -0.22], [0.09, -0.26, -0.18], [0.47, 0.24, -0.35], [-0.02, -0.07, 0.06], [0.42, -0.12, -0.57], [0.17, 0.07, 0.01], [-0.52, 0.56, 1.13], [-0.23, 0.06, -0.14], [-0.09, 0.60, 0.58], [-0.26, -0.05, 0.31], [-0.30, -0.13, -0.06], [-0.51, -0.01, -0.05], [0.16, 0.09, -0.27], [-0.03, -0.38, -0.07], [0.98, 0.75, -0.10], [-0.01, 0.04, -0.18], [0.46, -0.03, -0.15], [-0.15, 0.19, -0.08], [0.11, -0.01, -0.03], [0.18, -0.13, 0.09], [-0.87, 0.75, -0.66], [-0.43, -0.20, 0.18], [1.95, 0.86, 0.28], [-0.01, 0.07, 0.08], [-0.35, -0.72, 0.63], [0.55, 0.21, 0.00], [0.18, -0.32, -0.16], [-0.02, 0.24, -0.51], [0.21, -0.71, -0.76], [-0.03, 0.04, -0.07], [-0.17, 0.16, 0.06], [-0.12, -0.40, -0.09], [0.16, 1.01, 0.65], [-0.31, 0.22, -0.41], [-0.49, -1.19, 0.67], [0.12, 0.33, -0.09], [0.57, 1.22, -1.76], [-0.20, 0.06, -0.17], [-0.10, -0.28, 0.06], [-0.31, -0.78, -1.00], [1.07, -0.28, -0.46], [0.37, 0.01, 0.95], [1.33, -0.09, 1.22], [0.30, 0.02, -0.13], [-0.08, -0.33, 0.21], [0.27, -0.38, 0.07], [0.20, 0.18, -0.05], [-0.29, -0.06, 0.50], [-0.17, -0.20, 0.50], [-0.08, 0.24, 0.05], [0.40, -1.09, 0.23], [0.11, 0.64, 0.00], [-0.34, -1.16, -0.95], [0.50, 0.00, -0.58], [0.13, -0.11, -0.03], [0.04, -0.25, -0.09], [-0.20, -0.48, -0.09], [-0.02, 0.09, -0.09], [-0.90, -0.58, -0.24], [0.63, -0.47, -0.12], [-0.50, -0.26, -0.55], [0.59, -0.08, 1.37], [0.10, -0.17, -0.48], [0.12, -0.08, 0.03], [-1.39, -0.02, 0.53], [-0.17, 0.22, -0.65], [0.30, -0.19, -0.10], [-0.39, -0.03, 0.06], [-0.19, -0.11, -0.17], [0.06, 0.14, 0.29], [-0.57, 0.01, 0.46], [0.19, 0.42, -0.14], [-1.10, -0.65, -0.34], [0.08, -0.02, 0.06], [0.02, -0.35, -0.17], [-0.89, 0.86, 0.31], [0.06, 0.16, 0.17], [1.06, 0.79, 0.30], [0.09, 0.20, 0.08], [-0.09, -0.18, 0.13], [0.76, -0.37, 0.86], [0.17, -0.21, 0.18], [0.44, 0.09, -0.15], [0.19, 0.10, 0.18], [-0.10, -0.18, -0.23], [0.28, 0.43, -0.24], [-0.38, 0.51, 0.27], [-0.12, 0.26, -0.09], [0.57, -0.58, 0.52], [0.03, 0.16, -0.12], [-0.06, 0.06, 0.18], [0.11, -0.09, 0.03], [-0.32, -0.17, -0.13], [-0.03, -0.42, -0.22], [-0.38, 0.61, -0.35], [0.05, 0.19, 0.07], [-0.45, 0.45, -0.36], [-0.17, 0.02, 0.14], [-0.47, 0.18, -0.64], [-0.17, 0.17, -0.08], [-0.48, 0.68, 0.19], [-0.32, -0.32, 0.05], [-0.04, 0.31, 0.46], [0.39, 0.04, 0.00], [-0.29, 0.08, 0.02], [0.22, -0.24, -0.06]],
  "homo_lumo_gap_ev": 9.06,
  "energy_ha": -2895.5069,
  "homo_ev": -8.74,
  "largest_force_ha_per_bohr": 0.0431
}